1.
{"formula": "C34H65N3O12S3", "method": "ωB97M-V/def2-TZVPD", "smiles": "C=CC[C@H](O[C@@](CCCCCCCSc1nnco1)(COCCC)CSCC)[C@@H](N)S.CCOC(=O)OC.CCOC(=O)OC.CCOC(=O)OC", "elements": ["H", "C", "C", "H", "C", "H", "H", "C", "H", "O", "C", "H", "C", "C", "H", "H", "H", "H", "C", "H", "N", "C", "H", "H", "C", "C", "O", "H", "H", "H", "H", "H", "H", "O", "C", "H", "C", "C", "O", "H", "C", "H", "H", "H", "H", "C", "C", "H", "C", "H", "H", "H", "C", "S", "C", "H", "S", "H", "H", "C", "H", "O", "H", "H", "H", "H", "C", "H", "C", "O", "H", "H", "H", "C", "O", "H", "C", "H", "N", "C", "C", "C", "H", "H", "H", "O", "H", "H", "H", "H", "N", "C", "S", "O", "H", "C", "C", "O", "H", "H", "H", "H", "H", "C", "C", "H", "H", "C", "H", "H", "H", "H", "H", "H", "H", "O", "O"], "positions_angstrom": [[1.9375, -3.6739, 4.1426], [-6.2970, 0.0249, -1.3318], [-1.2067, -3.2414, 2.7065], [2.5413, 3.3505, 1.6891], [-2.7839, -0.9485, 0.5774], [3.3717, -1.3561, -9.2052], [1.2483, -5.1232, 1.3456], [2.6493, -0.5708, -9.4422], [-6.4443, -2.1155, -0.7487], [7.6031, -6.5401, 0.5933], [-1.5143, -0.3923, 1.3728], [-1.0880, -5.4221, 2.0842], [2.5333, 3.8150, 3.8621], [7.7990, -6.8800, 1.9720], [-1.8815, -0.0117, 2.3930], [2.1483, 3.2844, 4.7956], [-1.1508, 0.5489, 0.8077], [1.2750, -0.5103, -2.3884], [6.3259, -6.4961, 0.1816], [-0.5755, -3.1399, 0.0294], [-7.1555, 3.6179, 2.4019], [-5.4570, -1.1176, 0.9776], [1.3388, 0.0990, 0.6697], [-6.1799, -1.8545, 1.5015], [-2.1413, 9.5961, 0.0653], [1.0127, -4.7637, 2.4154], [2.8001, 1.9810, -7.7227], [8.2024, -8.9585, 1.5515], [8.8360, -6.6302, 2.2104], [4.5376, 2.3520, -4.4657], [-7.4349, 0.0317, -1.2528], [-0.3822, 10.8188, 1.6511], [2.4186, 1.2039, 3.7861], [-5.6049, 4.6867, 0.9232], [-3.3879, 7.7470, -0.6771], [0.8388, 3.4390, 2.3662], [2.2954, -1.0541, -2.4019], [2.0750, -4.3865, 3.2686], [5.3512, -6.7104, 0.8619], [-6.0363, -0.0766, -2.4540], [4.1699, 2.3640, -5.4923], [0.9429, 0.4033, -8.5098], [-2.8602, 5.6731, -0.3829], [-1.4541, -3.5538, 4.9653], [4.6455, -7.2547, -1.7425], [2.1216, -2.6047, -1.9377], [-1.0270, 11.4066, 0.9941], [2.1273, -0.8338, -10.3645], [2.8578, 1.0845, -6.9155], [-4.4448, 7.5176, -0.8362], [5.0248, 2.4448, -6.1670], [-2.9288, 7.8471, -1.6650], [1.0319, -0.3757, 1.6746], [-3.7012, -3.9276, 4.0727], [-2.0521, -3.0706, 4.1012], [1.9097, -0.9019, 2.2008], [-7.1616, 2.3378, -0.0412], [3.5047, 3.2230, -5.6106], [6.5382, -8.6455, 2.0119], [-5.6740, -1.2639, -0.6039], [-4.8466, 1.3690, -0.1001], [3.4792, 1.1385, -5.7258], [5.1058, -5.8660, -2.7420], [2.7726, -0.9839, -3.4471], [-0.2252, -1.5004, -0.7128], [3.2213, 0.3415, -9.6234], [-6.5405, 3.6414, 1.0923], [-1.8743, -3.2888, 1.7863], [1.6647, -0.3920, -8.3017], [0.6918, 0.7661, 2.5514], [-1.2472, 12.3564, 1.4825], [-1.5307, -1.4714, 5.3073], [1.1361, -2.9579, -2.4281], [1.8836, 3.0383, 2.5848], [6.3185, -6.1999, -1.1288], [3.1193, -4.7948, 3.0119], [-5.6871, 5.3111, 2.2293], [2.7729, 1.0848, 1.9938], [-2.1365, -1.6025, 4.4787], [1.9748, 1.4431, 2.7460], [-0.5302, -4.7299, 2.8251], [7.5726, -8.3605, 2.2151], [-4.6149, -2.8639, 4.0326], [-3.2100, 6.5610, 1.1178], [7.1639, -6.2617, 2.6133], [-1.1230, 9.1846, -0.4374], [-2.5772, -1.7406, -0.2146], [1.0955, -1.3156, -8.1690], [-3.2382, -0.0471, 0.0076], [-5.3314, 2.0760, -1.7257], [-6.6257, 4.6726, 3.1147], [-3.9822, -1.5140, 1.5000], [1.8774, -2.5861, -0.0827], [-3.3412, 8.9941, 0.0278], [2.9230, -0.5561, -1.5857], [-5.7085, 1.4340, -0.8419], [-2.7502, 6.6312, 0.1291], [-0.2248, -2.1881, 2.7101], [2.9842, -3.2675, -2.2745], [-0.5230, 11.6143, 0.0469], [-3.0944, -1.3641, 4.7673], [-0.6660, -5.1975, 3.8549], [-5.0812, 6.2493, 2.4897], [5.0204, -6.2292, -1.7172], [0.0752, -2.2113, 0.1519], [-5.6979, -0.0897, 1.4097], [7.7997, -8.6201, 3.2511], [-0.2532, -1.3666, 1.5056], [-3.9032, -1.1301, 2.5741], [-1.6849, 6.8117, 0.2873], [4.3258, -5.5795, -1.1779], [-4.7527, -1.5789, -1.1957], [-3.9246, -2.6647, 1.4287], [2.2018, 4.9094, 3.8888], [3.6799, 3.8217, 3.8307], [-2.2611, 10.7238, 0.7848], [2.3397, -0.1459, -7.0613]]}



2.
{"formula": "C33H25F3N6O5Rb", "method": "ωB97M-V/def2-TZVPD", "total_charge": -1, "elements": ["H", "H", "N", "O", "C", "H", "F", "C", "H", "H", "H", "C", "N", "H", "C", "H", "O", "H", "C", "F", "C", "C", "C", "C", "C", "C", "H", "H", "C", "H", "H", "H", "C", "C", "C", "H", "C", "H", "H", "C", "O", "H", "C", "C", "H", "C", "H", "H", "Rb", "O", "C", "N", "C", "N", "C", "F", "C", "H", "C", "C", "H", "H", "C", "C", "N", "N", "C", "H", "C", "C", "O", "C", "C"], "positions_angstrom": [[1.5457, -1.9257, -1.3126], [-1.2629, 5.5562, 1.4119], [-3.1419, 1.1131, 1.9324], [0.3401, 1.5567, 5.4121], [0.5791, 2.9066, -0.4822], [-3.9662, 1.5666, -3.4587], [7.0228, -1.7601, -2.0918], [2.0549, -0.5246, 5.6416], [5.7471, 0.4756, -0.6946], [1.4231, -3.3352, -4.9282], [1.7295, -0.0093, 6.5500], [4.8573, -0.1257, -0.7459], [1.6220, -0.8769, 3.3262], [3.4493, -3.2503, -1.2723], [3.2757, -2.1987, 4.4732], [0.9649, -5.1020, -4.8619], [-2.3842, 1.2428, 5.3805], [-4.6082, 0.8580, 4.9626], [0.5996, 6.5975, -0.2551], [6.0134, -3.5989, -1.2176], [-1.9426, -2.0562, -5.3594], [2.6172, -1.7431, 3.3207], [-1.1644, 3.5333, 0.8805], [2.4609, -1.3743, -1.0147], [-0.8218, -3.0900, -3.4549], [3.6363, -2.1459, -1.0925], [-3.3791, -0.5678, -5.0380], [3.6761, 1.6629, -0.5603], [-1.0299, -2.9256, -4.8232], [-0.3590, -4.0063, -3.0432], [1.0172, 2.0755, -0.9999], [-4.8182, 0.9710, -2.0953], [-2.6567, -1.1906, -4.5293], [-4.5706, 0.8718, 3.8557], [-4.2513, 1.2178, 1.1869], [-6.3306, 1.8429, 1.1241], [0.8702, -4.1459, -5.4525], [-2.0594, 3.1481, 1.4299], [-2.1071, -2.0785, -6.4191], [3.6431, 0.5243, -0.6345], [-0.5030, -3.8214, -5.7284], [2.8662, -2.2153, 2.3636], [0.2621, 5.2292, -0.1111], [4.8842, -1.5048, -1.0299], [3.5624, -1.7956, 6.5485], [-5.6355, 1.2466, 3.1306], [-3.9920, 1.2696, 0.0909], [4.0058, -2.9742, 4.3466], [-0.4780, -0.2780, 0.9415], [-2.3554, 0.4843, -1.2545], [0.1803, 0.6915, 4.5466], [0.9365, 7.6640, -0.5506], [6.2066, -2.2238, -1.0454], [-0.4528, 2.5760, 0.2641], [-2.1337, 0.9435, 4.2016], [6.9442, -2.0191, 0.0900], [-3.2909, 0.9600, 3.2665], [-6.5859, 1.3927, 3.6165], [-4.1475, 0.6344, -2.8808], [-0.7484, 4.8341, 0.7593], [-4.6591, -0.0742, -3.5382], [1.2718, -4.3390, -6.4391], [-1.3650, -2.0969, -2.6027], [0.9586, 4.2251, -0.7411], [-0.8923, 0.5246, 3.7534], [2.4267, -0.1123, -0.6661], [3.0450, -1.5206, 5.6482], [1.7828, 4.4043, -1.3990], [-5.5019, 1.5047, 1.7887], [1.3459, -0.2482, 4.4530], [-1.0835, -1.9795, -1.3883], [-2.8307, 0.0161, -2.2900], [-2.3148, -1.0871, -3.1950]]}



3.
{"formula": "C3H12BN", "method": "ωB97M-V/def2-TZVPD", "smiles": "CN(C)C.B", "elements": ["H", "H", "H", "C", "B", "H", "H", "H", "H", "H", "H", "C", "C", "N", "H", "H", "H"], "positions_angstrom": [[0.1184, 5.4299, -3.4607], [-2.7241, 3.5319, -0.2346], [-0.2608, 3.8583, -4.8246], [-4.5637, 3.8281, 1.4829], [-0.4768, 5.0076, -4.4510], [-5.3199, 3.0503, 1.5896], [-4.0424, 1.3078, 1.6662], [-1.2952, 3.4886, 0.7020], [-4.5079, 4.1229, 0.4454], [-2.7297, 1.6934, 0.5506], [-2.3008, 1.3130, 2.1819], [-3.0690, 1.7891, 1.5710], [-2.3050, 3.8837, 0.7023], [-3.2204, 3.2551, 1.6928], [-2.3859, 4.9621, 0.6299], [-1.4796, 5.6141, -4.8325], [-4.8135, 4.7354, 2.0343]]}



4.
{"formula": "C3H9NOS", "method": "ωB97M-V/def2-TZVPD", "elements": ["H", "S", "H", "H", "O", "N", "H", "C", "H", "H", "C", "H", "H", "C", "H"], "positions_angstrom": [[0.7803, 1.7075, 1.1184], [-4.5704, 0.3763, 0.3813], [-2.5031, -1.9173, -0.0273], [0.1546, 1.0863, -1.1068], [1.5300, -1.2634, 0.5120], [-1.5168, -0.1249, -0.2736], [2.2355, -1.8847, 0.3702], [-1.4759, -1.3379, 0.1424], [2.5813, 1.5310, 0.7348], [-0.6656, -2.0618, 0.2469], [1.1831, 1.0064, -0.8606], [1.8411, 1.2396, -1.6727], [1.3541, 0.0585, 0.0893], [1.5788, 1.2949, 0.4677], [-2.5071, 0.2894, -0.1218]]}



Orbital gap (computed, eV): 8.55; 6.10; 7.98; 5.31